Entry 1:
{"formula": "C25H38N4O2", "method": "ωB97M-V/def2-TZVPD", "elements": ["C", "N", "C", "O", "C", "C", "C", "N", "N", "C", "C", "C", "C", "C", "C", "C", "C", "C", "C", "C", "O", "C", "C", "C", "C", "C", "N", "C", "C", "C", "C", "H", "H", "H", "H", "H", "H", "H", "H", "H", "H", "H", "H", "H", "H", "H", "H", "H", "H", "H", "H", "H", "H", "H", "H", "H", "H", "H", "H", "H", "H", "H", "H", "H", "H", "H", "H", "H", "H"], "positions_angstrom": [[-0.25467, 1.52772, -2.43735], [0.29351, 1.79321, -1.12903], [-0.17269, 1.19034, -0.00995], [0.29317, 1.41274, 1.09438], [-1.30701, 0.20039, -0.21558], [-1.79439, -0.34189, 1.12362], [-2.66653, -1.51977, 0.93452], [-3.13597, -1.98726, -0.17373], [-3.87203, -3.08036, 0.13455], [-3.81398, -3.23013, 1.41452], [-4.43604, -4.27276, 2.26271], [-4.84243, -5.52319, 1.48295], [-3.73331, -6.12737, 0.62157], [-2.45501, -6.48839, 1.39088], [-1.53635, -5.32037, 1.62884], [-1.01645, -4.60678, 0.55424], [-0.16498, -3.53716, 0.75984], [0.19096, -3.16577, 2.04601], [-0.30993, -3.87531, 3.12281], [-1.16261, -4.94563, 2.91319], [-3.06479, -2.26093, 1.99435], [1.37939, 2.75667, -0.99162], [0.98109, 4.14811, -1.47608], [2.10620, 5.16505, -1.23318], [1.80598, 6.43516, -2.04521], [2.17366, 5.56154, 0.25336], [3.34432, 4.63102, -1.77778], [3.80343, 3.28422, -1.47739], [4.91782, 2.98598, -2.49320], [4.39206, 3.10305, -0.06598], [2.64536, 2.30399, -1.71498], [0.33155, 2.05697, -3.18264], [-1.29130, 1.86657, -2.51243], [-0.22235, 0.46177, -2.67080], [-0.95595, -0.63156, -0.82875], [-2.13237, 0.67105, -0.74959], [-0.94033, -0.62745, 1.74246], [-2.33631, 0.43193, 1.67392], [-3.72511, -4.51742, 3.05368], [-5.32213, -3.84397, 2.74240], [-5.19316, -6.26665, 2.20291], [-5.67493, -5.26944, 0.82487], [-4.13261, -7.03498, 0.16339], [-3.49700, -5.42699, -0.17850], [-1.90516, -7.23096, 0.80484], [-2.72015, -6.95278, 2.34362], [-1.28313, -4.88918, -0.45389], [0.22591, -2.99261, -0.08776], [0.85927, -2.33217, 2.20655], [-0.03623, -3.59539, 4.12980], [-1.53945, -5.49999, 3.76295], [1.56928, 2.78710, 0.08441], [0.07736, 4.47566, -0.96032], [0.77606, 4.11921, -2.54747], [0.81493, 6.81387, -1.80985], [1.85771, 6.21590, -3.10833], [2.53537, 7.20958, -1.81959], [2.17795, 4.69730, 0.90895], [1.31187, 6.17303, 0.51044], [3.07368, 6.14345, 0.44401], [4.09847, 5.29311, -1.63553], [4.57060, 3.20578, -3.49925], [5.21268, 1.94130, -2.44101], [5.79006, 3.60280, -2.28980], [3.62460, 3.09224, 0.70057], [4.93322, 2.16134, -0.01132], [5.08862, 3.90998, 0.15451], [2.93313, 1.31008, -1.36973], [2.45758, 2.25541, -2.78897]], "forces_ev_per_angstrom": [[-0.2, -0.1, -0.1], [0.2, 0.2, 0.0], [-0.2, -0.2, -0.2], [0.0, 0.0, 0.4], [0.0, -0.1, 0.4], [0.1, 0.0, 0.1], [-0.2, -0.1, -0.4], [0.7, 1.1, -0.2], [-0.8, -1.0, 0.5], [-0.1, 0.1, -0.3], [-0.1, 0.0, 0.1], [0.2, 0.1, -0.2], [-0.1, -0.2, 0.1], [-0.1, 0.0, -0.2], [0.1, -0.1, 0.1], [0.0, 0.0, 0.0], [0.1, 0.0, -0.1], [0.1, 0.1, 0.1], [0.1, 0.1, 0.1], [0.0, 0.0, 0.0], [0.0, 0.1, 0.0], [0.2, 0.1, 0.1], [0.3, -0.1, 0.2], [-0.3, 0.3, -0.1], [0.0, -0.3, 0.1], [0.0, -0.2, -0.2], [0.1, 0.1, -0.2], [0.3, -0.4, -0.2], [-0.3, 0.0, 0.2], [-0.2, 0.0, -0.2], [0.0, 0.3, 0.2], [0.0, 0.0, 0.0], [0.0, 0.0, -0.1], [0.0, 0.0, -0.1], [0.0, 0.0, -0.1], [0.0, -0.1, -0.1], [-0.1, 0.1, 0.0], [0.1, 0.0, 0.0], [-0.1, 0.0, 0.0], [0.1, 0.0, 0.1], [-0.1, 0.0, 0.0], [-0.1, 0.0, 0.1], [0.0, 0.0, -0.1], [0.0, -0.1, -0.1], [0.0, 0.0, 0.1], [0.1, -0.1, 0.0], [-0.1, 0.0, -0.1], [0.0, 0.0, -0.1], [0.1, 0.1, 0.0], [0.0, 0.0, 0.1], [-0.1, -0.1, 0.0], [0.0, 0.0, -0.2], [-0.1, 0.0, 0.0], [-0.1, 0.0, -0.1], [-0.1, 0.1, 0.1], [0.0, 0.0, -0.1], [0.1, 0.2, 0.0], [0.0, -0.1, 0.1], [-0.1, 0.1, 0.1], [0.1, 0.1, 0.0], [0.0, 0.0, 0.0], [-0.1, 0.0, -0.1], [0.1, -0.1, 0.0], [0.2, 0.1, 0.0], [-0.1, 0.0, 0.2], [0.1, -0.1, 0.1], [0.1, 0.1, 0.0], [0.0, -0.1, 0.0], [0.0, 0.0, -0.1]], "homo_lumo_gap_ev": 9.34, "total_energy_ha": -1344.96472, "multiplicity": 1, "smiles": "CN(C(=O)CCc1nnc(CCCCc2ccccc2)o1)C1CC(C)(C)NC(C)(C)C1", "e_above_lowest_kcal_mol": 31.4}

***

Entry 2:
{"formula": "C25H39BrCoF6N3O5P2", "method": "ωB97M-V/def2-TZVPD", "elements": ["Co", "N", "N", "C", "O", "O", "H", "H", "H", "O", "P", "C", "C", "C", "C", "C", "C", "C", "C", "C", "C", "C", "C", "C", "C", "C", "C", "C", "C", "H", "H", "H", "H", "H", "H", "H", "H", "H", "H", "H", "H", "H", "H", "H", "H", "H", "H", "H", "H", "H", "H", "H", "H", "H", "H", "H", "H", "H", "H", "H", "H", "H", "F", "P", "F", "F", "F", "F", "F", "Br", "C", "C", "N", "C", "C", "C", "C", "O", "O", "H", "H", "H"], "positions_angstrom": [[1.10879, -1.85781, 0.44211], [2.56050, -1.79203, -0.85379], [3.76715, -1.77960, -0.12550], [3.65357, -1.85600, 1.27846], [4.64687, -1.96003, 1.95055], [2.42813, -1.73899, 1.72121], [2.44495, -2.65722, -1.38958], [2.52301, -0.99477, -1.48553], [4.55661, -2.23601, -0.55864], [0.86031, 0.01792, 0.54592], [0.13852, 1.29932, 0.16765], [1.27445, 2.53066, -0.60075], [1.82801, 3.65820, 0.28729], [3.02859, 3.23519, 1.13170], [4.14566, 2.69893, 0.24775], [3.62493, 1.50555, -0.54023], [2.43070, 1.90106, -1.40336], [-1.14731, 0.97734, -1.08419], [-0.59104, 0.28779, -2.35901], [-0.66330, 1.20187, -3.57584], [-2.11885, 1.55488, -3.89042], [-2.92545, 1.86646, -2.61366], [-2.01070, 2.20280, -1.43778], [-0.75003, 2.11630, 1.53968], [0.04195, 2.37213, 2.83389], [0.27979, 1.09269, 3.63341], [-1.05295, 0.45577, 4.01459], [-1.89333, 0.18924, 2.77091], [-2.08566, 1.44869, 1.93409], [0.60118, 2.99945, -1.32739], [1.03967, 4.10218, 0.89503], [2.16074, 4.44957, -0.39357], [2.74915, 2.44179, 1.83176], [3.36916, 4.08250, 1.73045], [5.00498, 2.40579, 0.85134], [4.48442, 3.48313, -0.43870], [3.32955, 0.72540, 0.16392], [4.40852, 1.08223, -1.17148], [2.07556, 1.06190, -2.00259], [2.75542, 2.65856, -2.12534], [-1.79997, 0.25612, -0.57883], [-1.16712, -0.61964, -2.54883], [0.42812, -0.06277, -2.19838], [-0.20679, 0.71076, -4.43654], [-0.07781, 2.10937, -3.39903], [-2.57882, 0.71274, -4.41179], [-2.15389, 2.40006, -4.57945], [-3.54499, 1.00812, -2.33687], [-3.61434, 2.69306, -2.79107], [-2.60360, 2.51030, -0.57847], [-1.38868, 3.06255, -1.70629], [-0.98549, 3.08280, 1.07108], [-0.58016, 3.04595, 3.43479], [0.97022, 2.90241, 2.65154], [0.86085, 1.32669, 4.52670], [0.87241, 0.38457, 3.04691], [-1.59516, 1.13455, 4.68332], [-0.89211, -0.47294, 4.56279], [-2.86938, -0.21839, 3.04400], [-1.38794, -0.57400, 2.17816], [-2.62774, 2.19421, 2.52744], [-2.71425, 1.24196, 1.06873], [1.23554, -3.99541, -1.89901], [1.36576, -5.11669, -0.73164], [1.52366, -6.04701, 0.53604], [-0.22212, -5.06861, -0.54522], [1.43011, -3.74907, 0.40948], [2.96360, -4.93807, -0.83277], [1.32379, -6.30426, -1.76389], [-5.77496, -2.22615, -2.14391], [-4.61128, -2.83285, -0.78722], [-5.07588, -3.69743, 0.19447], [-4.30448, -4.15913, 1.17269], [-3.03914, -3.75933, 1.21303], [-2.49828, -2.89153, 0.27226], [-3.29360, -2.42496, -0.76234], [-1.09582, -2.45182, 0.36738], [-0.48125, -2.37751, 1.46945], [-0.45219, -2.08090, -0.66898], [-6.10810, -4.02526, 0.18629], [-2.42124, -4.14127, 2.01602], [-2.88963, -1.77404, -1.52648]], "forces_ev_per_angstrom": [[0.3, -0.5, 0.0], [-0.1, 0.0, 0.0], [0.0, 0.2, 0.0], [-0.1, 0.0, 0.0], [0.1, 0.0, 0.1], [-0.1, 0.0, -0.2], [0.0, 0.1, 0.0], [0.0, 0.0, 0.1], [-0.1, -0.1, 0.1], [0.1, 0.1, 0.0], [-0.1, 0.0, 0.0], [-0.1, 0.0, 0.0], [0.0, 0.0, 0.0], [0.0, 0.0, 0.1], [0.0, 0.0, 0.0], [0.0, 0.0, 0.0], [-0.1, 0.0, 0.0], [0.0, 0.0, 0.0], [0.0, 0.0, 0.0], [0.0, 0.0, 0.0], [0.0, 0.0, 0.0], [0.0, 0.0, 0.0], [0.1, 0.0, 0.0], [-0.1, 0.0, -0.1], [0.0, 0.0, 0.0], [0.0, 0.0, 0.0], [0.0, 0.0, 0.0], [0.0, -0.1, -0.1], [0.0, 0.1, 0.0], [0.0, 0.0, 0.0], [0.0, 0.0, 0.0], [0.0, 0.0, 0.0], [0.0, 0.0, 0.0], [0.0, 0.0, 0.0], [0.0, 0.0, 0.0], [0.0, 0.0, 0.0], [0.0, 0.0, 0.0], [0.0, 0.0, 0.0], [0.0, 0.0, 0.0], [0.0, 0.0, 0.0], [0.0, 0.0, 0.0], [0.0, 0.1, 0.0], [0.0, -0.1, 0.0], [0.0, 0.0, 0.0], [0.0, 0.0, 0.0], [0.0, 0.0, 0.0], [0.0, 0.0, 0.0], [0.0, 0.0, 0.0], [0.0, 0.0, 0.0], [0.0, 0.0, 0.0], [0.0, 0.0, 0.0], [0.0, 0.0, 0.1], [0.0, 0.0, 0.0], [0.1, 0.0, 0.0], [0.0, 0.0, 0.0], [0.0, 0.0, 0.0], [0.0, 0.0, 0.0], [0.0, 0.0, 0.0], [0.0, 0.0, 0.0], [-0.1, 0.1, 0.1], [0.0, 0.0, 0.0], [0.0, 0.0, 0.0], [-0.1, 0.0, -0.2], [0.1, 0.0, 0.1], [0.0, 0.0, -0.1], [0.0, -0.1, 0.0], [0.0, 0.0, 0.1], [-0.1, -0.1, 0.0], [0.0, 0.0, 0.0], [0.0, 0.0, 0.0], [0.0, 0.0, 0.0], [0.0, 0.0, 0.0], [0.0, 0.0, 0.0], [0.0, 0.1, 0.1], [0.0, 0.0, 0.0], [0.0, -0.1, -0.1], [0.1, 0.1, -0.2], [0.1, 0.1, -0.1], [-0.2, -0.1, 0.2], [0.0, 0.0, 0.0], [0.0, 0.0, 0.0], [0.0, 0.0, 0.0]], "homo_lumo_gap_ev": 8.95, "total_energy_ha": -6755.53827, "multiplicity": 1, "e_above_lowest_kcal_mol": 0.0}

***

Entry 3:
{"formula": "C25H39Cl2PReSe", "method": "ωB97M-V/def2-TZVPD", "elements": ["P", "C", "C", "C", "C", "C", "C", "C", "C", "C", "C", "C", "C", "C", "C", "C", "C", "C", "C", "H", "H", "H", "H", "H", "H", "H", "H", "H", "H", "H", "H", "H", "H", "H", "H", "H", "H", "H", "H", "H", "H", "H", "H", "H", "H", "H", "H", "H", "H", "H", "H", "H", "Re", "Cl", "Cl", "C", "H", "C", "C", "C", "C", "C", "C", "H", "H", "H", "H", "H", "Se"], "positions_angstrom": [[0.30640, -0.72697, 0.31600], [1.68567, -0.23278, -0.98907], [1.70196, -0.91621, -2.37577], [2.92278, -0.51288, -3.21795], [3.28467, 0.98192, -3.21588], [3.09981, 1.68854, -1.86863], [1.81415, 1.29597, -1.13395], [-1.23438, 0.18543, -0.34076], [-1.40850, 0.21030, -1.86547], [-2.77392, 0.80050, -2.23409], [-3.01316, 2.20351, -1.64686], [-2.62005, 2.34459, -0.16390], [-1.33252, 1.60262, 0.23976], [-0.00628, -2.48126, -0.11689], [1.20148, -3.42032, 0.07606], [0.93923, -4.73415, -0.67573], [-0.39956, -5.40471, -0.32738], [-1.57932, -4.45062, -0.10540], [-1.18024, -3.15915, 0.59639], [2.54141, -0.59818, -0.40081], [0.77871, -0.67136, -2.91829], [1.69896, -2.01258, -2.27745], [2.74214, -0.83190, -4.25166], [3.79448, -1.07869, -2.86352], [4.32857, 1.09793, -3.52879], [2.69606, 1.50723, -3.97503], [3.95365, 1.45698, -1.22055], [3.09046, 2.77371, -2.00995], [1.78350, 1.77571, -0.14450], [0.94773, 1.68963, -1.68768], [-2.02749, -0.44385, 0.09653], [-3.54964, 0.10495, -1.88139], [-1.28789, -0.78617, -2.32189], [-0.61560, 0.83116, -2.30114], [-2.84475, 0.84857, -3.32680], [-4.07881, 2.45346, -1.74173], [-2.45658, 2.96165, -2.22422], [-2.48941, 3.40310, 0.09103], [-3.44630, 1.98414, 0.46553], [-1.26832, 1.55737, 1.33876], [-0.44826, 2.19261, -0.06296], [-0.24864, -2.41702, -1.18955], [2.14968, -2.97613, -0.26426], [1.32892, -3.61332, 1.15509], [0.94862, -4.52346, -1.75687], [1.76322, -5.43747, -0.48759], [-0.26788, -6.01684, 0.56873], [-0.67336, -6.09351, -1.13307], [-2.36249, -4.94957, 0.48368], [-2.03333, -4.19190, -1.07131], [-2.05896, -2.50616, 0.69199], [-0.85815, -3.40459, 1.61715], [0.68982, -0.46706, 2.81466], [-1.50844, -1.34188, 2.95519], [2.91228, -0.13082, 2.08792], [0.25864, 1.05368, 3.90014], [0.87045, 0.90776, 4.82247], [-0.88125, 4.89241, 2.80439], [0.34948, 4.65628, 3.43201], [0.62450, 3.41237, 3.96848], [-0.31176, 2.37119, 3.78288], [-1.64724, 2.64929, 3.39130], [-1.89661, 3.92640, 2.89204], [-1.04469, 5.82903, 2.26089], [1.08895, 5.43838, 3.45797], [1.54279, 3.21929, 4.52334], [-2.44695, 1.90913, 3.48669], [-2.89730, 4.17769, 2.53280], [1.35887, -1.86299, 4.46884]], "forces_ev_per_angstrom": [[-0.1, 1.6, -1.8], [-0.2, -0.5, 0.9], [-0.5, 0.1, 0.2], [0.2, 0.0, 0.2], [-0.2, 0.1, 0.0], [0.0, -0.3, 0.3], [-0.3, -0.1, 0.1], [0.2, -0.7, 0.3], [0.1, 0.1, 0.1], [0.1, 0.0, 0.1], [0.2, 0.0, 0.2], [0.0, -0.3, 0.1], [0.3, 0.1, 0.2], [-0.1, -0.4, -0.3], [0.1, 0.1, 0.0], [0.0, 0.1, -0.3], [0.0, -0.1, 0.2], [0.0, 0.2, -0.4], [-0.2, -0.1, 0.2], [0.1, 0.3, -0.3], [0.3, 0.0, 0.0], [0.1, 0.2, 0.0], [0.1, -0.1, 0.1], [-0.1, 0.0, 0.0], [0.0, 0.0, -0.1], [-0.2, -0.1, 0.0], [-0.1, 0.0, 0.0], [0.1, 0.0, -0.1], [0.1, -0.1, -0.2], [0.3, -0.1, 0.1], [-0.1, 0.3, -0.1], [0.0, 0.2, 0.0], [-0.2, 0.2, 0.2], [-0.3, -0.1, 0.0], [-0.1, 0.0, 0.1], [0.2, 0.1, -0.1], [-0.1, -0.4, 0.0], [-0.1, -0.1, -0.1], [0.1, -0.1, -0.1], [-0.1, -0.1, -0.4], [-0.4, -0.2, 0.0], [0.1, -0.2, 0.1], [-0.3, -0.1, 0.0], [-0.1, 0.1, -0.2], [0.0, 0.1, 0.2], [-0.2, 0.1, -0.1], [0.0, 0.0, 0.1], [0.1, -0.1, 0.0], [0.1, 0.0, -0.1], [0.1, 0.0, 0.0], [0.3, -0.2, -0.1], [-0.2, 0.2, -0.2], [-0.7, 0.6, 0.6], [-0.9, 0.4, 0.0], [0.7, 0.3, -0.2], [1.3, -1.1, 0.4], [-0.4, 0.4, -0.4], [-0.2, -0.1, 0.1], [-0.5, -0.1, -0.3], [-0.7, 0.3, -0.1], [-0.4, -0.2, -0.1], [0.9, 0.7, 0.2], [-0.1, 0.3, 0.0], [-0.1, -0.3, 0.4], [0.2, 0.2, 0.0], [-0.1, -0.1, -0.5], [0.5, 0.1, -0.3], [0.3, -0.1, 0.0], [0.5, -1.1, 1.0]], "charge": -2, "s_squared": 3.856, "homo_lumo_gap_ev": [1.90, 6.47], "total_energy_ha": -4717.45113, "multiplicity": 4}

***

Q: Which formula does entry 3 have?
A: C25H39Cl2PReSe